[1]
DFT (the ωB97M-V functional and the def2-TZVPD basis) results for a cluster of 2 separate species, C4H10NO in total.

```
16
Properties=species:S:1:pos:R:3:forces:R:3
H -1.22857 -2.32483 0.87351 -0.2830 -0.1097 0.0110
C -0.46918 -1.56466 0.93925 -1.5275 0.3684 -0.0347
H 0.98940 -0.35222 -2.12722 0.1202 0.3014 -0.2398
H -3.28736 0.40579 -1.05721 0.3179 -0.1490 0.2661
H 0.46960 0.85179 1.86549 -0.1795 0.1403 -0.0517
O -2.34046 0.51872 -0.86096 -0.6275 0.3062 -0.7286
C 1.29132 0.73844 1.15924 -0.7774 0.4078 0.1044
H -2.09969 1.22864 -1.47565 0.1117 -0.0162 0.2033
H 2.14343 0.98938 -1.51644 0.3885 -0.0262 -0.0251
H -0.98141 -0.72052 -0.81814 -0.0073 -0.5275 -0.2847
C 1.37241 0.26937 -1.32604 -0.8822 -0.1964 0.3698
C 0.82892 0.12438 -0.12093 0.0784 -0.1586 -0.3379
N -0.28716 -0.81251 -0.07008 1.6344 0.0872 1.1232
H 2.07129 0.23373 1.71422 0.3374 -0.3490 -0.3144
H -0.08756 -1.32085 1.92165 0.9623 -0.3489 -0.2317
H 1.61501 1.73535 0.89932 0.3336 0.2702 0.1708
```
Positions in Å, forces in eV/Å.

LUMO = -5.00 eV
charge = +1
HOMO level = -0.531 hartree



[2]
DFT (the ωB97M-V functional and the def2-TZVPD basis) results for a cluster of 2 separate species, C4H10NO in total.

```
16
Properties=species:S:1:pos:R:3:forces:R:3
C -0.99977 0.37451 -1.79636 0.3396 -0.0112 -0.4679
C -1.45628 -0.81352 1.58300 -0.0268 -0.1012 0.0470
C 0.21221 0.00493 -1.40186 0.0500 -0.0691 0.5044
H 0.66764 1.73456 -0.19270 -0.0283 0.0389 -0.0344
H -1.69538 -0.62824 0.54281 -0.0995 -0.0271 -0.0548
H 0.07347 -0.73221 2.89871 -0.3959 -0.2378 0.0560
H 0.49429 -0.28149 1.30544 0.1623 -0.3388 -0.2190
H -2.20370 -1.14748 2.29222 0.0122 0.0009 0.0241
H 0.57844 -1.00038 -1.59719 -0.0758 -0.0047 -0.1085
H -1.34555 1.39768 -1.70076 -0.1104 -0.0530 0.2337
O 1.83797 0.17550 0.43472 -0.5017 0.2106 -0.4560
N -0.25768 -0.63232 1.94145 0.4372 0.4786 0.3437
H 1.94948 1.26702 -1.30580 -0.0939 0.0773 -0.0774
C 1.16926 0.88188 -0.64701 0.3494 0.1979 -0.1291
H -1.59845 -0.30483 -2.38893 -0.1271 0.0440 0.0528
H 2.57405 -0.29562 0.03223 0.1087 -0.2052 0.2856
```
Positions in Å, forces in eV/Å.

LUMO = -4.94 eV
charge = +1
HOMO level = -0.517 hartree



[3]
DFT (the ωB97M-V functional and the def2-TZVPD basis) results for a cluster of 2 separate species, C4H10NO in total.

```
16
Properties=species:S:1:pos:R:3:forces:R:3
H -2.31949 0.94105 -0.53453 2.3681 1.7182 0.7151
H -0.91333 2.35902 -0.28337 0.0374 0.9013 -1.3360
C 1.29794 -0.85190 1.08897 -0.2097 -0.5796 0.9813
H -0.31689 -0.76442 -2.10484 -0.1037 -0.1109 -0.3396
C -0.81719 1.10962 1.07702 2.2982 -0.3552 2.1008
N 1.01863 0.29224 0.34841 -2.7220 3.5554 -0.6632
C 0.70345 -0.95387 -1.78416 -0.2435 2.3169 -0.8798
O 0.96332 0.25858 -0.96628 0.2112 0.1085 0.7885
H 2.24277 -1.21139 0.75067 0.7705 -0.7018 -0.1121
H -0.58245 1.65731 2.07730 -0.0914 -1.0873 -1.7359
H 0.66325 -1.79196 -1.15755 0.7979 -1.5154 0.3036
H 0.48700 -1.50809 0.90069 -0.4314 -1.4800 0.0565
C -1.67179 1.71998 0.13435 -3.3120 -2.6160 -0.7126
H -2.54463 2.24022 0.58116 1.0119 0.4947 0.2020
H 1.30666 -0.63794 2.17155 0.1179 0.2071 -0.6361
H 1.38431 -0.81638 -2.67127 -0.4994 -0.8557 1.2675
```
Positions in Å, forces in eV/Å.

LUMO (alpha / beta) = -5.69 / -6.23 eV
charge = +1
HOMO level (alpha / beta) = -0.513 / -0.524 hartree



Energy readings, ordered: -7839.8339 -7839.6306 -7832.9530 eV